DFT (wB97M-V/def2-TZVPD) results for an isolated molecule of C24H25N5O5S.

Atoms and positions in Å:
C -6.76 -4.30 -0.96
O -6.89 -3.30 0.02
C -6.10 -2.19 -0.07
C -5.16 -1.95 -1.07
C -4.42 -0.79 -1.07
C -4.59 0.16 -0.07
N -3.82 1.34 -0.05
C -3.64 2.11 1.17
C -2.46 3.04 0.87
C -1.14 2.43 1.34
O -0.45 2.96 2.18
N -0.84 1.25 0.72
C 0.26 0.41 0.90
C 1.24 0.65 1.86
C 2.31 -0.22 1.98
C 2.39 -1.32 1.15
S 3.77 -2.44 1.29
O 4.65 -2.03 2.34
O 3.30 -3.79 1.28
N 4.53 -2.25 -0.22
C 5.13 -1.06 -0.50
N 6.12 -1.05 -1.39
C 6.68 0.12 -1.65
C 7.79 0.13 -2.65
C 6.25 1.28 -1.02
C 5.20 1.17 -0.12
C 4.65 2.35 0.62
N 4.64 0.00 0.13
C 1.42 -1.58 0.21
C 0.35 -0.71 0.08
C -2.53 3.20 -0.65
C -3.23 1.94 -1.13
O -3.24 1.54 -2.27
C -5.53 -0.07 0.93
C -6.27 -1.24 0.93
H -7.48 -5.07 -0.69
H -7.01 -3.91 -1.96
H -5.75 -4.73 -0.98
H -5.00 -2.66 -1.87
H -3.71 -0.62 -1.86
H -3.45 1.44 2.01
H -4.54 2.69 1.39
H -2.56 3.99 1.40
H -1.49 0.92 0.01
H 1.16 1.52 2.50
H 3.09 -0.06 2.71
H 4.95 -3.07 -0.63
H 7.94 -0.88 -3.04
H 7.56 0.81 -3.47
H 8.71 0.47 -2.18
H 6.71 2.23 -1.23
H 3.58 2.23 0.77
H 4.86 3.27 0.09
H 5.12 2.40 1.60
H 1.51 -2.46 -0.41
H -0.41 -0.90 -0.66
H -1.56 3.32 -1.13
H -3.15 4.06 -0.92
H -5.69 0.65 1.72
H -7.00 -1.42 1.70

As for the charge: 0. Its SMILES is COc1ccc(N2C[C@@H](C(=O)Nc3ccc(S(=O)(=O)Nc4nc(C)cc(C)n4)cc3)CC2=O)cc1. For the gap between HOMO and LUMO, the calculation gives 8.871 eV. The energy is -53818.3180 eV. The calculation puts the energy above the lowest of the compared OMol25 structures with the same formula, charge and spin at 7.79 kcal per mole. The calculation puts the HOMO energy at -0.3073 Ha.

Want to see where the charge sits? The Mulliken charges in e are: C -0.825; O -0.460; C 0.806; C -0.464; C -0.711; C 0.245; N 0.099; C -1.145; C -0.005; C 0.366; O -0.679; N 0.178; C 0.965; C -0.711; C -0.436; C 0.144; S 1.419; O -0.683; O -0.742; N -0.205; C 0.057; N -0.636; C 0.804; C -1.177; C -0.940; C 0.807; C -1.176; N -0.009; C -0.772; C -0.944; C -0.874; C 0.548; O -0.655; C -0.191; C -0.827; H 0.236; H 0.332; H 0.337; H 0.385; H 0.390; H 0.538; H 0.520; H 0.463; H -0.231; H 0.546; H 0.509; H 0.271; H 0.353; H 0.310; H 0.293; H 0.410; H 0.165; H 0.425; H 0.244; H 0.411; H 0.400; H 0.340; H 0.355; H 0.407; H 0.419

---

DFT (wB97M-V/def2-TZVPD) results for an isolated molecule of C2H3NOS.

Atoms and positions in Å:
O 1.27 -0.91 -0.24
N 1.12 0.43 -0.46
C 0.00 0.81 0.01
C -1.02 -0.12 0.47
S -2.43 -0.24 -0.40
H 2.19 -0.97 -0.42
H -0.27 1.88 -0.15
H -0.86 -0.89 1.19

As for the charge: 0. Its SMILES is O/N=C\C=S. For the gap between HOMO and LUMO, the calculation gives 8.159 eV. The energy is -16492.4808 eV. The calculation puts the energy above the lowest of the compared OMol25 structures with the same formula, charge and spin at 62.67 kcal per mole. The calculation puts the HOMO energy at -0.3328 Ha.

Want to see where the charge sits? The Mulliken charges in e are: O -0.342; N -0.347; C -0.013; C -0.171; S -0.169; H 0.367; H 0.343; H 0.332